(A)
Density functional theory data (ωB97M-V with the def2-TZVPD basis set) for a 2-piece molecular cluster, CH5ClN2O overall.

Geometry as XYZ:
```
10
Properties=species:S:1:pos:R:3
H -1.26 1.72 -0.61
Cl -3.84 -0.53 0.15
N -2.12 1.26 -0.22
C 1.83 -0.19 0.02
H 1.91 -0.38 -0.99
N -2.22 0.07 -0.17
H 2.15 0.86 0.16
O 0.57 -0.56 0.56
H 2.66 -0.75 0.69
H 0.34 -1.51 0.41
```

The HOMO-LUMO gap is 0.3685 Eh. Its charge is 0. As for the spin multiplicity: 1. The SMILES is [H]/N=N/Cl.CO. The calculation puts the HOMO energy at -9.58 eV.



(B)
Density functional theory data (ωB97M-V with the def2-TZVPD basis set) for a single CH5ClN2O molecule.

Geometry as XYZ:
```
10
Properties=species:S:1:pos:R:3
H 0.58 1.78 -0.85
N 0.51 0.31 0.46
H -2.24 -0.63 0.10
O -0.57 0.14 -0.33
H -0.92 -1.28 1.06
H 1.96 1.78 0.03
Cl 1.99 -0.91 0.06
H -1.05 -1.87 -0.72
N 0.99 1.71 0.09
C -1.26 -1.02 0.11
```

The HOMO-LUMO gap is 0.3532 Eh. Its charge is 0. As for the spin multiplicity: 1. The SMILES is CON(N)Cl. The calculation puts the HOMO energy at -9.46 eV.



Most stable: (A). Least stable: (B).



(A)
Density functional theory data (ωB97M-V with the def2-TZVPD basis set) for a 3-piece molecular cluster, C4H15NO2 overall.

Geometry as XYZ:
```
22
Properties=species:S:1:pos:R:3
H 0.29 -0.73 1.73
O -0.57 1.21 -2.88
H -0.45 -3.52 0.30
H 1.64 1.73 -0.95
C -1.55 0.20 0.94
H -2.01 1.21 0.82
H 0.84 -0.98 -0.57
H 0.63 2.18 1.10
C -0.15 0.26 1.57
N 0.96 1.04 -0.67
H -1.39 -0.26 -0.03
H -1.76 -2.67 0.27
C 1.56 -0.27 -0.96
H -1.32 0.59 -2.73
O -0.78 -2.61 0.29
H 2.51 -0.51 -0.40
C 0.84 1.15 0.80
H 1.71 -0.46 -2.03
H 1.85 0.94 1.23
H -0.21 0.66 2.56
H -2.24 -0.42 1.50
H -0.42 1.24 -1.87
```

The HOMO-LUMO gap is 0.3589 Eh. Its charge is 0. As for the spin multiplicity: 1. The SMILES is CCCNC.O.O. The calculation puts the HOMO energy at -9.26 eV.



(B)
Density functional theory data (ωB97M-V with the def2-TZVPD basis set) for a 3-piece molecular cluster, C4H15NO2 overall.

Geometry as XYZ:
```
22
Properties=species:S:1:pos:R:3
H -2.96 -1.37 0.08
C -1.47 0.27 0.86
H 2.11 1.08 -1.63
H -1.23 1.75 -2.65
H -2.02 1.09 0.29
N 0.64 0.36 -0.48
C 0.08 0.55 0.87
H 0.46 -0.59 -0.74
H 2.42 1.69 -0.01
C -1.87 -1.11 0.27
H 0.29 1.65 1.08
O -1.31 1.93 -1.77
O 1.59 -2.22 1.15
C 2.05 0.80 -0.58
H 0.63 -0.17 1.58
H 1.54 -1.48 0.52
H -1.95 0.48 1.90
H 2.69 -0.06 -0.24
H -0.54 1.49 -1.24
H 1.80 -3.05 0.76
H -1.53 -1.23 -0.86
H -1.39 -1.85 0.84
```

The HOMO-LUMO gap is 0.3704 Eh. Its charge is 0. As for the spin multiplicity: 1. The SMILES is CCCNC.O.O. The calculation puts the HOMO energy at -9.42 eV.



Most stable: (A). Least stable: (B).



(A)
Density functional theory data (ωB97M-V with the def2-TZVPD basis set) for C3H7FN2O as an isolated structure.

Geometry as XYZ:
```
14
Properties=species:S:1:pos:R:3
O -1.48 -0.31 1.76
F -2.11 -2.46 1.14
H 2.35 1.09 -1.45
H -1.25 1.70 -0.19
H 2.47 -0.42 -0.93
N 1.94 0.44 -0.77
H 0.20 0.29 -1.99
H 0.18 2.08 0.74
C 0.50 0.45 -0.90
C -0.06 -0.71 -0.08
H -1.93 -1.68 1.75
C -0.30 1.25 0.21
H 0.09 -1.71 -0.15
N -0.60 -0.02 0.86
```

The HOMO-LUMO gap is 0.3687 Eh. Its charge is 0. As for the spin multiplicity: 1. The calculation puts the HOMO energy at -9.66 eV.



(B)
Density functional theory data (ωB97M-V with the def2-TZVPD basis set) for a single C3H7FN2O molecule.

Geometry as XYZ:
```
14
Properties=species:S:1:pos:R:3
N 1.06 0.50 -0.73
C 0.30 0.23 0.27
H 1.76 -0.04 -2.39
H -0.67 1.57 1.56
H 0.42 -0.97 -1.92
N 0.89 -0.04 -1.94
C -0.76 -0.87 0.29
F 0.45 0.28 2.65
O -1.48 -0.99 -0.94
H 1.07 1.84 1.37
C 0.29 1.06 1.50
H -0.28 -1.84 0.47
H -1.59 -0.07 -1.27
H -1.47 -0.66 1.07
```

The HOMO-LUMO gap is 0.3709 Eh. Its charge is 0. As for the spin multiplicity: 1. The SMILES is N/N=C(\CO)CF. The calculation puts the HOMO energy at -9.25 eV.



Most stable: (B). Least stable: (A).



(A)
Density functional theory data (ωB97M-V with the def2-TZVPD basis set) for a single C7H9NO3S molecule.

Geometry as XYZ:
```
21
Properties=species:S:1:pos:R:3
H -1.65 0.45 1.83
S -2.96 0.05 -0.29
C 1.49 -1.23 -0.42
H -0.76 -1.94 0.18
H 1.25 -2.26 -0.81
C 3.03 0.56 -0.46
H -2.39 -1.01 1.76
C 2.71 -0.72 -0.80
C 0.84 0.83 0.53
H 0.08 1.44 1.21
C -1.69 -0.43 1.18
C 0.52 -0.43 0.21
H -2.38 1.99 -1.29
O -4.08 0.86 0.19
N -0.58 -1.15 0.79
O -2.15 0.93 -1.44
H 3.45 -1.32 -1.32
O -3.14 -1.28 -0.91
H 2.30 2.36 0.27
H 4.06 0.95 -0.63
C 2.04 1.35 0.19
```

The HOMO-LUMO gap is 0.3306 Eh. Its charge is 0. As for the spin multiplicity: 1. The SMILES is O=S(=O)(O)CNc1ccccc1. The calculation puts the HOMO energy at -8.66 eV.



(B)
Density functional theory data (ωB97M-V with the def2-TZVPD basis set) for a single C7H9NO3S molecule.

Geometry as XYZ:
```
21
Properties=species:S:1:pos:R:3
H 0.27 -2.02 -0.18
C -1.42 2.38 1.05
H -2.11 2.98 0.39
O 3.06 0.70 -0.45
C 0.89 -2.00 0.66
O -3.16 -1.17 -0.54
H -1.03 2.84 2.08
O -1.49 -1.24 1.00
H -0.88 -0.56 1.21
H -1.21 -0.08 -2.31
H 2.29 -1.02 1.82
C 1.63 -0.97 0.96
C -2.18 -0.75 -0.01
C -1.64 0.61 -0.46
C -0.61 0.25 -1.49
H 1.33 -0.02 -2.33
S 1.66 0.54 0.00
N -1.08 1.22 0.69
H -2.32 1.22 -1.06
H 0.89 -2.81 1.25
C 0.68 0.01 -1.51
```

The HOMO-LUMO gap is 0.3342 Eh. Its charge is 0. As for the spin multiplicity: 1. The calculation puts the HOMO energy at -8.76 eV.



Most stable: (A). Least stable: (B).



(A)
Density functional theory data (ωB97M-V with the def2-TZVPD basis set) for a single C21H25N5O2 molecule.

Geometry as XYZ:
```
53
Properties=species:S:1:pos:R:3
H -2.41 3.80 0.67
C -0.45 -2.81 -0.08
H 5.61 0.30 0.11
C -3.08 2.76 0.60
C 1.75 0.91 -0.28
H -1.68 2.05 -0.96
H 5.39 -3.24 0.41
C 4.47 0.56 -0.10
H -3.22 2.45 1.68
H -5.69 3.06 1.41
C -4.09 0.48 0.05
H 5.80 -1.83 1.16
C 4.11 1.80 -0.24
C -4.74 1.93 -0.78
H -6.14 3.84 -0.28
H 6.68 2.42 0.76
N -0.70 -0.48 0.02
H -1.16 1.85 0.64
H 1.25 -4.25 -0.09
C 0.10 -1.68 -0.01
H -4.98 4.61 1.22
H 0.06 -6.01 -0.15
C 2.16 -0.43 0.05
C -1.93 -5.13 -0.06
C -0.58 -5.19 0.06
H 6.69 3.82 -0.26
N -2.71 -1.66 0.05
C -2.00 -2.84 -0.17
C -5.29 3.84 0.59
H 2.38 3.10 -0.60
C 0.16 -3.88 -0.33
H -4.56 -0.40 -0.60
C 2.72 1.87 -0.53
C 3.61 -0.50 -0.08
C -1.91 -0.46 -0.11
H 0.62 1.22 -0.42
N -2.71 0.69 -0.07
O 3.93 -1.64 0.26
O 5.01 3.02 -0.31
C -2.74 -3.98 0.05
H -4.75 0.61 1.13
C -2.13 1.85 -0.12
H -2.52 -6.23 -0.02
C 5.25 -2.04 0.29
C 6.29 2.77 -0.03
H 1.96 -2.19 -0.09
N -4.29 2.97 -0.20
H -5.81 1.84 -1.09
H -4.20 1.66 -1.84
H 6.82 2.13 -0.91
H 5.95 -1.78 -0.45
H -3.67 -4.10 -0.04
N 1.35 -1.45 0.06
```

The HOMO-LUMO gap is 0.2345 Eh. Its charge is 0. As for the spin multiplicity: 1. The SMILES is COc1ccc(Nc2nc(N3CCN(C)CC3)nc3ccccc23)c(OC)c1. The calculation puts the HOMO energy at -6.96 eV.



(B)
Density functional theory data (ωB97M-V with the def2-TZVPD basis set) for a single C21H25N5O2 molecule.

Geometry as XYZ:
```
53
Properties=species:S:1:pos:R:3
H -1.85 2.50 -0.89
H 1.83 3.50 0.77
C -4.81 1.28 3.99
H 0.22 3.35 2.61
H -4.18 0.68 4.71
H -0.69 4.74 2.00
O -8.66 4.72 1.63
H -3.34 -0.19 2.89
C -1.92 2.20 1.74
C 1.10 4.31 0.89
C -4.35 -0.65 1.04
H -6.12 -0.49 2.25
C 0.71 4.85 -0.50
H -0.63 4.28 -2.14
C -0.18 3.83 -1.23
C -3.75 -1.29 -0.07
H -8.53 3.39 -0.70
H -7.38 4.84 -0.64
H -6.80 3.22 -1.29
C -3.60 0.33 1.93
N -4.73 1.20 2.62
C -5.65 -1.01 1.39
C -7.94 4.15 4.28
H -8.99 3.83 4.34
C -0.10 3.86 1.70
H -7.22 -2.53 1.23
C -5.57 2.16 2.14
C -5.94 2.46 0.83
C -4.37 -2.38 -0.69
H -2.12 4.16 -0.32
C -6.27 -2.15 0.81
H 1.63 4.98 -1.10
C -6.24 2.74 3.21
O -5.37 1.98 -0.15
H -7.41 3.79 5.17
H 1.57 5.12 1.45
C -2.75 1.25 1.20
H -7.88 5.25 4.26
N -7.04 3.33 0.75
N -0.98 2.93 1.00
H -2.72 -0.99 -0.34
H 0.19 5.83 -0.44
H -2.76 1.11 0.09
N -7.29 3.58 3.11
H -3.80 -2.96 -1.43
C -1.37 3.33 -0.36
N -5.74 2.20 4.37
C -7.47 3.73 -0.57
H 0.43 2.96 -1.55
C -7.74 3.94 1.80
H -6.04 -3.79 -0.64
C -5.62 -2.86 -0.23
H -2.03 2.37 2.84
```

The HOMO-LUMO gap is 0.3154 Eh. Its charge is 0. As for the spin multiplicity: 1. The SMILES is Cn1c(=O)c2c(ncn2[C@H](/C=C/N2CCCCC2)c2ccccc2)n(C)c1=O. The calculation puts the HOMO energy at -7.90 eV.



Most stable: (B). Least stable: (A).



(A)
Density functional theory data (ωB97M-V with the def2-TZVPD basis set) for a 2-piece molecular cluster, C2H8N2O2 overall.

Geometry as XYZ:
```
14
Properties=species:S:1:pos:R:3
C -1.57 0.49 1.09
O -1.50 -0.20 -0.20
H 3.25 -1.55 -0.76
N 1.21 -1.55 -0.40
C 2.38 -0.91 -0.80
H 0.65 -2.24 -0.87
O 2.46 0.28 -0.95
H -0.53 0.56 1.39
H -2.38 0.01 -0.55
N -2.17 1.76 0.96
H -2.05 -0.17 1.81
H -3.16 1.84 1.09
H -1.67 2.57 1.28
H 0.62 -0.87 0.06
```

The HOMO-LUMO gap is 0.3904 Eh. Its charge is 0. As for the spin multiplicity: 1. The SMILES is NC=O.NCO. The calculation puts the HOMO energy at -9.80 eV.



(B)
Density functional theory data (ωB97M-V with the def2-TZVPD basis set) for a 2-piece molecular cluster, C2H8N2O2 overall.

Geometry as XYZ:
```
14
Properties=species:S:1:pos:R:3
H 2.38 1.03 -1.02
H 0.68 -1.48 -0.03
O 0.46 0.75 -1.15
C -1.68 -0.26 -0.74
H 2.20 1.13 0.60
H 0.27 -0.21 2.37
C -0.39 0.35 -0.19
N 2.21 0.47 -0.18
H -2.26 -0.69 0.08
H -1.43 -1.03 -1.47
N 0.37 -0.70 0.54
H -0.63 1.13 0.56
H -2.25 0.52 -1.25
O 0.06 -1.02 1.87
```

The HOMO-LUMO gap (alpha / beta) is 0.2792 / 0.2794 Eh. Its charge is 0. As for the spin multiplicity: 1. The calculation puts the HOMO energy (alpha / beta) at -8.42 / -8.42 eV.



(C)
Density functional theory data (ωB97M-V with the def2-TZVPD basis set) for C2H8N2O2 as an isolated structure.

Geometry as XYZ:
```
14
Properties=species:S:1:pos:R:3
N 0.92 1.05 -0.52
H 1.47 0.85 -1.37
H -0.64 1.57 0.42
H 1.10 0.20 1.26
H -0.54 -0.43 -1.70
H -2.42 -0.43 -0.22
H -1.37 -0.76 1.20
N 1.71 0.63 0.57
O 0.59 -1.46 -0.32
H 0.15 -1.95 0.37
C -1.49 -0.11 0.29
H 2.43 -0.08 0.26
O -1.62 1.27 0.45
C -0.28 -0.36 -0.69
```

The HOMO-LUMO gap is 0.3389 Eh. Its charge is 0. As for the spin multiplicity: 1. The calculation puts the HOMO energy at -8.56 eV.



(D)
Density functional theory data (ωB97M-V with the def2-TZVPD basis set) for a 2-piece molecular cluster, C2H8N2O2 overall.

Geometry as XYZ:
```
14
Properties=species:S:1:pos:R:3
O -2.27 0.90 0.51
H 1.20 2.19 0.10
H 0.44 0.75 -1.71
N -0.12 -0.92 -0.38
H -2.47 0.85 -0.43
H 0.73 1.16 1.31
H -1.34 1.29 0.56
N 0.59 1.39 0.32
C 0.77 0.30 -0.71
C 0.43 -2.01 0.30
H -1.16 -0.88 -0.23
O 1.62 -2.14 0.47
H 1.88 -0.09 -0.78
H -0.30 -2.81 0.67
```

The HOMO-LUMO gap is 0.3945 Eh. Its charge is 0. As for the spin multiplicity: 1. The SMILES is NCNC=O.O. The calculation puts the HOMO energy at -9.97 eV.



Most stable: (D). Least stable: (B).